(1)
{"formula": "C2H4FP", "method": "wB97M-V/def2-TZVPD", "symbols": ["H", "P", "C", "C", "F", "H", "H", "H"], "positions_angstrom": [[0.986, 2.579, -1.359], [1.564, 1.509, -0.677], [0.130, 0.753, -0.334], [-0.276, -0.486, 0.327], [-1.199, 1.491, -0.906], [-1.006, -1.011, -0.287], [-0.740, -0.277, 1.293], [0.595, -1.122, 0.475]], "forces_ev_per_angstrom": [[-0.3, 0.3, -0.2], [0.2, -0.5, 0.3], [-3.0, 2.3, -1.9], [-0.2, -0.1, 0.2], [3.2, -2.0, 1.6], [0.0, 0.0, -0.1], [0.0, 0.0, 0.0], [0.0, 0.0, 0.1]], "mulliken_charge": [0.046, -0.163, 0.460, -0.813, -0.371, 0.270, 0.251, 0.320], "mol_weight_g_mol": 78.03, "e_homo_ha": -0.3597, "relative_energy_kj_mol": 126.00, "orbital_gap_ev": 9.877, "max_force_ha_per_bohr": 0.0813, "smiles": "[H]/P=C(/C)F", "energy_ha": -519.74793}

(2)
{"formula": "C8H9N5OS", "method": "wB97M-V/def2-TZVPD", "symbols": ["C", "C", "C", "C", "C", "C", "C", "C", "N", "N", "N", "N", "N", "O", "S", "H", "H", "H", "H", "H", "H", "H", "H", "H"], "positions_angstrom": [[1.854, 0.008, -1.294], [1.091, -1.098, -1.462], [2.254, -1.234, 0.370], [-0.433, 1.940, -0.093], [-1.301, 1.284, -0.882], [0.038, 1.396, 1.110], [-0.375, 0.191, 1.505], [-1.702, -0.059, -0.517], [2.589, -0.121, -0.151], [-2.511, -0.652, -1.318], [1.371, -1.921, -0.431], [-1.101, -0.597, 0.673], [-1.469, -1.819, 0.910], [0.903, -3.811, 1.219], [0.498, -3.380, -0.093], [1.931, 0.905, -1.890], [0.391, -1.394, -2.120], [2.578, -1.581, 1.331], [-0.100, 2.991, -0.506], [-1.695, 1.666, -1.707], [0.659, 1.985, 1.803], [-0.056, -0.147, 2.408], [-2.759, -1.532, -0.894], [-0.991, -2.206, 1.722]], "forces_ev_per_angstrom": [[0.2, 0.4, -0.4], [1.4, 1.0, 0.6], [0.1, -1.4, 0.8], [0.3, 3.1, -2.5], [2.0, -1.8, 4.2], [0.6, 1.1, 1.2], [0.4, 1.3, -1.8], [-0.2, 1.2, -1.4], [0.5, 1.5, -0.1], [0.3, -0.2, 1.0], [-0.1, -0.9, 1.6], [-1.5, -0.2, -0.7], [-0.1, -1.5, 0.0], [0.6, -0.5, 1.6], [-0.2, 1.0, -1.7], [-0.1, -0.2, -0.1], [-2.2, -0.6, -2.5], [0.1, -0.4, 0.1], [-0.5, -2.1, 1.3], [-1.6, 1.5, -3.4], [-0.3, -0.4, -0.5], [0.5, -1.6, 2.4], [-0.2, -0.8, -0.1], [0.0, 0.4, 0.3]], "mulliken_charge": [-0.457, -0.559, -0.203, -0.168, -0.588, -0.490, -0.403, 0.675, -0.513, -0.765, 0.142, 1.025, -1.479, -0.473, 0.418, 0.440, 0.693, 0.470, 0.238, 0.618, 0.356, 0.459, 0.281, 0.283], "mol_weight_g_mol": 223.26, "e_homo_ha": [-0.3024, -0.2928], "relative_energy_kj_mol": 363.94, "orbital_gap_ev": [7.000, 6.725], "max_force_ha_per_bohr": 0.0970, "energy_ha": -1057.29920}

(3)
{"formula": "C26H18Cl2N4O4V", "method": "wB97M-V/def2-TZVPD", "symbols": ["V", "O", "C", "N", "C", "O", "C", "C", "C", "C", "C", "N", "C", "C", "C", "C", "C", "N", "H", "H", "H", "H", "H", "H", "H", "H", "Cl", "C", "C", "C", "C", "C", "Cl", "C", "N", "C", "C", "C", "C", "C", "C", "C", "C", "O", "O", "H", "H", "H", "H", "H", "H", "H", "H", "H", "H"], "positions_angstrom": [[-0.309, -0.015, 0.490], [-1.833, 3.732, 0.030], [-1.565, 2.591, 0.325], [-0.333, 1.977, 0.446], [0.868, 2.647, 0.515], [1.094, 3.833, 0.542], [2.029, 1.649, 0.629], [3.339, 2.085, 0.686], [4.353, 1.143, 0.757], [4.025, -0.205, 0.781], [2.689, -0.566, 0.735], [1.713, 0.340, 0.651], [-2.691, 1.590, 0.625], [-4.005, 2.006, 0.722], [-4.973, 1.075, 1.064], [-4.590, -0.236, 1.304], [-3.254, -0.577, 1.174], [-2.325, 0.314, 0.836], [3.525, 3.150, 0.672], [5.387, 1.455, 0.799], [4.784, -0.970, 0.831], [2.368, -1.604, 0.766], [-4.230, 3.046, 0.530], [-6.010, 1.367, 1.147], [-5.310, -0.990, 1.585], [-2.899, -1.590, 1.330], [2.891, -3.595, -2.238], [1.697, -3.577, -3.510], [1.605, -4.676, -4.337], [0.682, -4.673, -5.374], [-0.094, -3.547, -5.582], [0.033, -2.441, -4.755], [-0.896, -1.027, -5.155], [0.896, -2.437, -3.665], [1.037, -1.396, -2.790], [0.095, -0.413, -2.452], [0.461, 0.930, -2.485], [-0.465, 1.921, -2.195], [-1.777, 1.568, -1.903], [-2.124, 0.226, -1.845], [-1.192, -0.783, -2.078], [-1.537, -2.224, -1.847], [-0.634, -2.764, -0.755], [-0.221, -3.898, -0.686], [-0.484, -1.832, 0.108], [2.243, -5.527, -4.154], [0.584, -5.530, -6.020], [-0.793, -3.496, -6.403], [1.939, -1.334, -2.340], [1.474, 1.188, -2.769], [-0.170, 2.959, -2.216], [-2.516, 2.331, -1.699], [-3.134, -0.056, -1.567], [-1.482, -2.878, -2.720], [-2.566, -2.274, -1.473]], "forces_ev_per_angstrom": [[-0.2, 0.2, 0.9], [0.1, 0.0, 0.2], [0.1, 0.0, 0.9], [0.1, 0.9, 0.9], [-0.1, -0.3, 0.2], [0.0, 0.1, -0.1], [-0.2, 0.0, -0.2], [-0.1, 0.1, 0.0], [-0.1, 0.0, 0.0], [-0.1, 0.0, 0.0], [0.1, -0.1, 0.0], [0.7, 0.2, -0.1], [0.2, 0.2, 0.6], [0.1, 0.1, 0.0], [0.1, -0.1, 0.0], [0.0, 0.0, 0.0], [-0.1, -0.1, 0.1], [-0.6, 0.4, 0.6], [0.0, 0.0, 0.0], [0.0, 0.0, 0.0], [0.0, 0.0, 0.0], [0.1, 0.1, -0.1], [0.0, 0.0, 0.0], [-0.1, 0.0, 0.0], [0.0, 0.0, 0.0], [0.0, 0.1, 0.0], [-0.1, 0.0, -0.1], [0.2, -0.2, 0.1], [-0.1, 0.1, 0.0], [0.0, 0.2, 0.1], [0.0, -0.1, 0.0], [-0.2, 0.0, -0.3], [0.0, -0.1, -0.2], [0.1, -0.4, -0.1], [0.6, 0.6, 0.5], [0.1, 0.2, -0.2], [-0.1, 0.3, -0.1], [0.0, -0.4, -0.8], [-0.2, -0.3, -1.4], [0.1, 0.1, -0.6], [-0.6, 0.1, -0.4], [-0.3, -0.3, -0.7], [-0.6, -0.4, -0.4], [0.1, -0.1, -0.1], [0.9, -0.8, 1.6], [0.0, 0.0, 0.0], [0.0, -0.1, -0.1], [0.0, 0.0, 0.0], [-0.1, 0.0, 0.0], [0.0, 0.0, 0.0], [0.0, 0.1, 0.1], [0.0, -0.1, -0.4], [0.0, 0.0, -0.1], [0.0, 0.2, -0.1], [0.1, -0.1, 0.0]], "lowdin_spin": [2.649, 0.010, 0.008, 0.005, 0.007, 0.001, 0.022, -0.003, 0.020, -0.002, 0.027, 0.025, 0.023, -0.003, 0.020, -0.003, 0.026, 0.020, 0.000, 0.001, 0.000, 0.002, 0.000, 0.001, -0.001, 0.002, 0.000, 0.000, 0.000, 0.000, 0.000, 0.000, 0.001, 0.000, 0.000, 0.013, 0.016, 0.005, 0.012, 0.012, 0.012, 0.001, 0.010, 0.018, 0.040, 0.000, 0.000, 0.000, 0.000, 0.000, 0.000, 0.001, 0.000, 0.000, 0.000], "mol_weight_g_mol": 572.30, "multiplicity": 4, "e_homo_ha": [-0.2670, -0.2969], "orbital_gap_ev": [6.789, 7.426], "max_force_ha_per_bohr": 0.0380, "s_squared": 3.7605, "energy_ha": -3386.06764}

(4)
{"formula": "C26H19F8N8S3SbSe4W", "method": "wB97M-V/def2-TZVPD", "symbols": ["W", "C", "C", "N", "N", "C", "N", "S", "C", "C", "C", "C", "C", "N", "H", "H", "H", "H", "H", "H", "H", "H", "H", "C", "C", "N", "N", "C", "S", "N", "N", "H", "H", "H", "H", "H", "H", "Se", "Sb", "Se", "Se", "Se", "F", "C", "F", "F", "C", "C", "C", "C", "C", "C", "C", "C", "H", "H", "H", "H", "F", "C", "C", "F", "C", "F", "C", "S", "C", "F", "C", "F"], "positions_angstrom": [[-0.729, -1.564, 0.046], [-1.570, -2.356, -4.325], [-1.426, -1.822, -2.940], [-0.856, -2.462, -1.974], [-0.275, -3.655, -2.324], [0.370, -4.233, -1.365], [1.044, -5.369, -1.641], [0.414, -3.681, 0.294], [-1.897, -0.483, -2.616], [-2.525, 0.324, -3.553], [-2.900, 1.608, -3.202], [-2.677, 2.024, -1.905], [-2.070, 1.162, -1.013], [-1.644, -0.056, -1.360], [-1.041, -3.294, -4.433], [-1.187, -1.636, -5.050], [-2.629, -2.515, -4.541], [0.925, -5.790, -2.546], [1.413, -5.923, -0.891], [-2.715, -0.053, -4.546], [-3.378, 2.255, -3.924], [-2.991, 2.997, -1.557], [-1.928, 1.448, 0.017], [4.225, -0.618, 3.897], [2.852, -1.159, 4.003], [2.266, -1.552, 5.083], [1.025, -1.950, 4.669], [0.828, -1.816, 3.353], [-0.633, -2.168, 2.577], [2.009, -1.311, 2.913], [2.268, -1.051, 1.590], [4.680, -0.625, 4.882], [4.205, 0.405, 3.518], [4.831, -1.219, 3.218], [0.355, -2.290, 5.337], [3.069, -1.554, 1.237], [2.266, -0.062, 1.377], [-3.958, -0.615, 2.392], [-5.943, -0.644, 1.011], [-7.675, -2.177, 1.432], [-5.816, 0.552, -1.030], [-2.866, -2.053, 0.441], [-0.109, 6.212, 5.733], [0.804, 5.979, 4.778], [2.005, 5.898, 5.390], [0.851, 7.073, 3.994], [0.507, 4.740, 3.985], [-0.538, 3.900, 4.335], [-0.775, 2.751, 3.597], [0.034, 2.436, 2.504], [1.078, 3.300, 2.154], [1.314, 4.444, 2.892], [-0.197, 1.240, 1.751], [-0.405, 0.214, 1.135], [-1.168, 4.142, 5.179], [-1.592, 2.090, 3.855], [1.689, 3.069, 1.291], [2.120, 5.113, 2.619], [1.383, -0.667, -7.065], [1.386, -0.651, -5.734], [1.901, -1.724, -5.025], [2.407, -2.769, -5.684], [1.890, -1.704, -3.642], [2.435, -2.745, -3.011], [1.361, -0.634, -2.919], [1.387, -0.595, -1.169], [0.875, 0.436, -3.665], [0.388, 1.518, -3.050], [0.874, 0.436, -5.049], [0.376, 1.474, -5.726]], "forces_ev_per_angstrom": [[2.2, 0.3, -0.5], [0.0, 0.1, 0.0], [0.0, -0.2, -0.1], [-0.2, 0.0, 0.1], [-0.1, 0.0, -0.1], [0.0, 0.0, 0.2], [0.0, 0.0, 0.0], [0.0, -0.2, -0.1], [0.0, 0.1, 0.1], [0.0, 0.0, 0.0], [0.0, 0.0, 0.0], [0.0, 0.0, 0.0], [0.0, 0.0, 0.0], [-0.1, 0.1, -0.2], [0.0, 0.0, 0.0], [0.0, 0.0, 0.0], [0.0, 0.0, 0.0], [0.0, 0.0, 0.0], [0.0, 0.0, 0.0], [0.0, 0.0, 0.0], [0.0, 0.0, 0.0], [0.0, 0.0, 0.0], [0.1, 0.0, 0.0], [0.0, 0.0, 0.0], [0.0, 0.0, -0.1], [0.0, 0.0, 0.0], [0.0, 0.0, 0.0], [0.0, 0.1, 0.1], [0.0, -0.1, 0.0], [0.0, 0.0, 0.0], [0.0, 0.0, -0.1], [0.0, 0.0, 0.0], [0.0, 0.0, 0.0], [0.0, 0.0, 0.0], [0.0, 0.0, 0.0], [0.0, 0.0, 0.0], [0.0, 0.0, 0.0], [0.3, 0.0, 0.5], [-0.6, -0.2, -0.8], [0.2, 0.2, 0.1], [0.0, -0.1, 0.4], [-1.7, -0.2, 0.1], [0.0, 0.0, 0.0], [0.0, 0.0, 0.0], [0.0, 0.0, 0.0], [0.0, 0.0, 0.0], [0.0, 0.0, 0.0], [0.0, 0.0, 0.0], [0.0, 0.0, 0.0], [0.0, 0.0, 0.0], [0.0, 0.0, 0.0], [0.0, 0.0, 0.0], [0.1, 0.0, 0.1], [-0.2, 0.1, -0.1], [0.0, 0.0, 0.0], [0.0, 0.0, 0.0], [0.0, 0.0, 0.0], [0.0, 0.0, 0.0], [0.0, 0.0, 0.0], [0.0, 0.0, 0.0], [0.0, 0.1, 0.0], [0.0, 0.0, 0.0], [0.0, 0.0, 0.0], [0.0, 0.0, 0.0], [0.0, -0.1, 0.0], [0.1, 0.1, 0.3], [0.0, 0.0, 0.0], [0.0, 0.0, -0.1], [0.0, 0.0, 0.0], [0.0, 0.0, 0.0]], "mulliken_charge": [0.999, -2.010, 0.828, 0.696, -1.364, 0.752, -0.429, -0.559, 0.280, -0.718, -0.799, -1.113, -0.331, 0.891, 0.364, 0.371, 0.434, 0.237, 0.198, 0.533, 0.511, 0.523, 0.422, -1.201, 0.962, -0.872, 0.278, 0.323, -0.375, 0.152, -0.412, 0.359, 0.277, 0.309, 0.159, 0.232, 0.250, -0.312, 0.663, -0.446, -0.394, -0.274, -0.281, 0.812, -0.256, -0.258, 0.325, -0.680, -0.508, 0.063, -0.376, -1.068, 0.251, -0.004, 0.464, 0.518, 0.530, 0.382, -0.332, 0.601, 0.237, -0.328, 0.266, -0.432, 0.341, -0.275, 0.190, -0.443, 0.223, -0.358], "mol_weight_g_mol": 1313.12, "e_homo_ha": [-0.2740, -0.2741], "relative_energy_kj_mol": 0.00, "orbital_gap_ev": [5.905, 5.907], "max_force_ha_per_bohr": 0.0445, "energy_ha": -13346.80642}